102
Properties=species:S:1:pos:R:3:forces:R:3 method="wB97M-V/def2-TZVPD" gap_ev=8.323 homo_energy_ev=-8.1 e_tot_ha=-11169.053961
C -0.6171 -4.3201 5.1631 -0.2758 0.4521 0.0908
C -1.7099 -3.0673 5.3468 0.9438 -2.8676 0.0742
O -0.9237 -1.8412 5.4840 -1.9703 -0.3023 -2.0576
C -1.1756 -0.8575 4.4308 0.7327 1.8017 0.1342
C 0.2780 -0.4012 3.7703 -0.4129 0.4820 1.5158
N 0.7590 -1.3081 2.6591 2.9966 2.1617 -0.0399
C 0.5562 -0.6679 1.2863 -0.8832 0.2326 -1.5905
C -0.9178 -1.0983 0.6927 0.1963 -0.1099 -0.5451
C -0.9104 -2.6905 0.2489 0.8580 -0.2981 -0.1630
C -1.1031 -2.9000 -1.3997 -0.0425 -0.8373 1.2537
C -1.8874 -3.6519 1.1456 0.7463 0.1265 0.5462
C -3.4015 -3.0834 1.3954 -1.5088 -1.3737 -0.2187
C -4.0623 -2.2622 0.1427 -0.5641 4.8394 1.6013
C -4.3616 -0.7910 0.3492 0.7958 -2.6271 -0.6773
C -4.2382 0.2820 -0.9197 -1.2194 -1.0661 0.0388
C -4.7935 -0.1442 1.8136 0.6353 -0.8162 0.2146
C 2.2924 -1.3248 2.8243 1.9200 -5.3620 0.0885
O 2.9064 -2.5080 2.9218 -3.3212 8.0654 -0.6943
O 2.9563 -0.0085 2.8255 -0.7545 -2.8538 -1.5456
C 3.9423 0.0974 1.7128 1.5695 -0.1528 -1.0462
C 4.0355 1.6203 1.0689 1.0217 -0.9522 0.5450
N 2.9499 1.8467 0.0400 1.1580 1.4001 -0.4857
C 2.1327 3.0920 0.3130 -1.6384 1.0718 -0.7926
C 0.5879 2.8342 -0.2688 0.2217 -0.0418 0.5758
C 3.5648 1.9063 -1.3557 3.0166 3.6084 -2.8141
C 3.2180 0.6291 -2.3516 0.2554 0.4758 1.2827
O 4.3377 2.9210 -1.8031 -4.8830 -6.1671 3.0843
H -0.3346 -4.4209 4.0275 -0.2823 0.2979 2.3037
H 0.3285 -4.0312 5.8165 -1.9535 -0.8322 -1.4811
H -1.0720 -5.3611 5.5032 0.9114 2.2671 -0.5748
H -2.4112 -3.1295 4.4157 1.3325 0.5688 1.7121
H -2.3398 -3.3123 6.3128 1.2982 0.9038 -1.8894
H -1.5908 0.1232 4.9661 0.8326 -1.8834 -1.0995
H -1.9736 -1.1506 3.6310 1.6461 0.1411 1.4714
H 0.2587 0.7401 3.4419 -0.1106 -2.3026 0.5796
H 1.0691 -0.4869 4.6556 -1.8595 0.2211 -1.7241
H 1.3842 -1.0511 0.5252 -1.7137 0.6342 1.6686
H 0.6457 0.5032 1.2948 -0.0863 -2.1616 0.2484
H -1.1845 -0.4783 -0.2892 0.7472 -1.0859 2.1908
H -1.7466 -0.8397 1.4774 1.5612 -0.6027 -1.4587
H 0.2035 -3.0659 0.4589 -2.4267 0.6609 -0.3283
H -1.9978 -2.2665 -1.8165 1.9016 -1.1750 0.7167
H -1.3477 -4.0610 -1.5291 0.5247 2.5614 0.0084
H -0.0696 -2.6825 -1.9136 -2.2027 -0.2315 0.7895
H -1.8701 -4.7661 0.7216 -0.2193 2.5284 0.6952
H -1.3776 -3.7321 2.2212 -1.1014 0.2075 -2.2601
H -3.4306 -2.4978 2.4320 -0.0253 -0.8618 -2.5604
H -4.0956 -4.0390 1.5679 1.5202 1.8958 -0.1676
H -4.3119 -2.7081 -0.9168 1.2634 0.8228 2.2320
H -3.2233 0.1958 -1.5008 -1.8964 0.0293 1.3515
H -5.1028 -0.0320 -1.6777 1.8310 0.9616 1.4425
H -4.3896 1.3934 -0.5773 0.2037 -2.2732 -0.5866
H -5.6475 0.6573 1.7270 1.7655 -1.5545 -0.2231
H -5.2118 -0.9981 2.5341 1.0172 1.8553 -1.6820
H -3.8725 0.3651 2.3621 -1.8327 -0.9412 -1.1336
H 5.0265 -0.1806 2.1103 -2.3065 0.5275 -0.6254
H 3.6934 -0.6848 0.8460 0.4123 1.7782 1.9450
H 4.0395 2.4264 1.9423 -0.1686 -1.7460 -2.0639
H 5.0815 1.6670 0.5102 -1.9873 -0.0772 1.4327
H 2.0341 3.3506 1.4628 0.5787 -0.8568 -2.4072
H 2.5381 4.0380 -0.2642 -0.4521 -1.8941 1.3561
H 0.5298 1.7295 -0.7000 0.0217 2.4240 0.8971
H 0.3042 3.6231 -1.1074 0.5260 -1.7327 1.8588
H -0.1384 2.9307 0.6709 1.2840 -0.2331 -2.3133
H 3.1865 -0.3268 -1.6534 0.0093 1.9066 -1.5799
H 2.1505 0.7895 -2.8149 2.1160 -0.2229 0.9716
H 4.0320 0.5100 -3.1888 -1.7350 0.4760 1.8018
Cl 6.5278 2.4513 6.0798 -0.1553 -0.0404 -0.2001
C 5.3174 2.4558 4.7858 -0.0110 -0.1004 0.0724
Cl 3.7082 2.8047 5.4403 0.1772 -0.0864 -0.1340
Cl 5.7488 3.6335 3.5344 0.0413 -0.0672 0.1668
H 5.2961 1.4622 4.3309 -0.0300 0.3127 0.1531
Cl 5.1603 -1.8926 -3.9692 -0.0464 -0.1223 -0.1675
C 3.9499 -1.8881 -5.2633 0.0059 -0.0265 -0.0731
Cl 2.3407 -1.5392 -4.6087 0.0880 -0.2204 -0.2047
Cl 4.3813 -0.7103 -6.5147 -0.0599 -0.0543 0.2504
H 3.9286 -2.8817 -5.7182 -0.0240 0.3929 0.1738
Cl 4.1466 -3.6384 -8.2074 0.0112 -0.1686 -0.2967
C 3.1361 -2.9804 -9.5057 -0.1989 0.0989 -0.0712
Cl 2.8621 -4.2012 -10.7603 0.0852 0.2207 0.1693
Cl 1.5936 -2.3965 -8.8583 0.2016 -0.0356 -0.0586
H 3.6622 -2.1352 -9.9568 -0.2393 -0.3518 0.2372
Cl -3.0156 -1.0071 7.9412 -0.1594 0.1742 -0.1624
C -4.0261 -0.3491 6.6429 0.0510 0.0208 0.0796
Cl -4.3001 -1.5700 5.3883 -0.4530 0.4757 0.1954
Cl -5.5686 0.2348 7.2903 0.1733 -0.0093 -0.0981
H -3.4999 0.4961 6.1918 -0.1888 -0.3037 0.1458
Cl -5.9887 4.6732 -2.1458 0.1103 0.0493 0.1881
C -5.0538 4.8523 -0.6512 -0.0152 0.0843 -0.0721
Cl -5.7594 3.8719 0.6452 0.0692 0.1435 -0.0832
Cl -3.3607 4.4041 -0.9190 -0.1585 0.0940 0.0611
H -5.0883 5.9015 -0.3471 0.0091 -0.4084 -0.1239
Cl -4.9330 8.5209 -1.8274 0.0712 0.0458 0.1917
C -4.0879 9.0222 -0.3529 0.1040 0.1393 -0.0887
Cl -4.6408 8.0700 1.0353 0.0309 0.1539 -0.0491
Cl -2.3349 8.8650 -0.5566 -0.2613 0.0466 0.0454
H -4.3197 10.0734 -0.1637 0.0690 -0.3824 -0.0488
Cl 5.4738 -1.6973 -11.5899 0.1295 0.1511 -0.2203
C 4.4633 -1.0393 -12.8882 -0.0360 0.0192 -0.1883
Cl 4.1893 -2.2602 -14.1428 0.0686 0.2061 0.1775
Cl 2.9208 -0.4554 -12.2408 0.1778 -0.0393 -0.0372
H 4.9894 -0.1941 -13.3393 -0.1754 -0.3020 0.1809